Record 1
DFT (wB97M-V/def2-TZVPD) results for a cluster of 2 separate species, C4H7O5 in total.

Atoms and positions in Å:
C 1.962069 -0.448987 -1.570576
C 0.869779 0.121791 -0.620635
C 1.219935 0.257193 0.896314
C 1.146568 -1.082428 1.592933
O 0.574797 -1.267147 2.651430
O 0.156054 1.061163 1.412556
O -0.133917 -0.711970 -0.484951
O -2.597289 0.686789 -1.042306
O -2.074045 1.359267 -1.930545
H 2.863992 0.161239 -1.509835
H 2.245967 -1.504510 -1.373400
H 1.593880 -0.379633 -2.604107
H 0.740097 1.186564 -0.961377
H 2.152672 0.829709 1.100916
H 1.619673 -1.835529 0.914575
H 0.118083 0.857382 2.379183

Atomic forces in eV per Å
C 0.3 -0.4 0.3
C 2.7 0.9 -0.6
C -0.9 1.7 1.3
C 0.0 -0.5 0.0
O 1.1 0.2 -1.5
O 0.5 0.0 1.0
O -2.0 -0.8 -0.7
O 1.0 1.5 -1.9
O -1.1 -1.4 1.9
H 0.0 0.1 0.0
H -0.3 0.6 0.0
H 0.0 -0.1 0.4
H -0.8 -0.7 0.3
H 0.0 -0.8 -0.5
H -0.2 -0.5 1.1
H -0.2 0.1 -1.0

Properties
**Expectation value of S²**: 1.758
**Multiplicity**: 2
**Energy above the lowest of the compared OMol25 structures with the same formula, charge and spin**: 18.6 kcal/mol
**HOMO energy (alpha / beta)**: -0.38090 / -0.37305 hartree
**Kohn-Sham gap (alpha / beta)**: 9.410 / 8.183 eV
**Charge**: 0

Record 2
DFT (wB97M-V/def2-TZVPD) results for a structure of composition C4H7OP.

Atoms and positions in Å:
C 1.098880 -0.848070 0.136401
C 0.044391 -1.593645 0.042497
C 1.077616 0.601531 -0.104289
C -0.285216 1.039512 0.373709
O -2.880798 0.000232 0.319636
P -1.560160 -0.008194 -0.417452
H 1.986226 -1.453817 0.413351
H -0.103739 -2.679465 0.230659
H 1.969347 0.914038 0.492995
H 1.118820 0.909589 -1.180879
H -0.436454 0.844908 1.384309
H -0.301000 2.167059 0.232970
H -1.727918 0.106328 -1.923912

Atomic forces in eV per Å
C 1.6 -2.5 -0.3
C -4.2 0.7 -0.9
C 0.9 0.0 0.1
C 0.4 3.0 -2.2
O 1.6 -0.1 -1.3
P 0.2 -2.2 1.2
H 0.1 1.0 -0.2
H 0.1 1.1 -0.3
H -0.9 0.9 -0.7
H 0.7 -0.4 0.8
H -0.3 -0.4 1.9
H -0.7 -1.3 0.0
H 0.6 0.0 1.8

Properties
**Multiplicity**: 1
**Energy above the lowest of the compared OMol25 structures with the same formula, charge and spin**: 43.8 kcal/mol
**HOMO energy**: -0.33892 hartree
**Kohn-Sham gap**: 9.996 eV
**Charge**: 0

Record 3
DFT (wB97M-V/def2-TZVPD) results for a structure of composition C4H7OP.

Atoms and positions in Å:
C 1.324394 0.154256 -1.342290
C 0.695599 -0.323017 -0.411859
C 2.100236 0.257985 -2.611019
C -2.206567 0.234727 1.545695
O -0.784353 -2.069459 2.000907
P -0.547910 -0.662908 1.637508
H 2.494358 -0.566967 -3.091974
H 1.567205 0.825147 -3.277665
H 2.958945 0.789400 -2.164990
H -2.947047 -0.213827 0.866954
H -2.511452 0.097074 2.685090
H -2.067020 1.324282 1.442775
H -0.076385 0.153308 2.720870

Atomic forces in eV per Å
C -0.7 -2.3 -0.5
C -1.6 0.5 3.2
C 0.8 1.8 4.1
C 0.8 -0.3 1.9
O 0.8 0.1 -0.4
P -1.2 1.1 -1.8
H 0.3 -2.3 -0.4
H -1.0 1.7 -1.7
H 0.2 0.3 -1.2
H 0.4 0.3 0.3
H 0.4 0.0 -2.3
H -0.1 -0.5 -0.4
H 0.9 -0.3 -0.8

Properties
**Multiplicity**: 1
**Energy above the lowest of the compared OMol25 structures with the same formula, charge and spin**: 92.1 kcal/mol
**HOMO energy**: -0.35732 hartree
**Kohn-Sham gap**: 9.241 eV
**Charge**: 0

Record 4
DFT (wB97M-V/def2-TZVPD) results for a cluster of 2 separate species, C4H7OP in total.

Atoms and positions in Å:
C 0.380199 0.073953 0.488541
C -0.313788 1.075364 -0.018414
C -0.823159 2.087934 -0.620083
C -2.230138 2.518579 -0.444760
H 0.221551 -0.938405 0.180344
H 0.841046 0.260418 1.425717
H -0.337989 2.757258 -1.464429
H -2.247531 3.573571 -0.751408
H -2.847195 1.970827 -1.092584
H -2.806313 2.560252 0.546189
O 2.092834 -4.256898 -2.052678
P 1.462100 -3.719418 -0.896915
H 1.120840 -4.823779 0.017232

Atomic forces in eV per Å
C -1.6 1.1 0.0
C 2.0 -1.3 -0.2
C 0.1 1.8 -1.5
C -1.2 2.3 1.7
H 0.2 -0.4 -0.4
H 0.7 -0.1 0.7
H -0.3 -1.9 1.9
H -0.4 -0.2 -0.1
H -1.0 -0.7 -1.1
H 1.5 -0.6 -0.9
O 1.7 -1.8 -3.0
P -1.8 1.9 3.3
H 0.2 -0.1 -0.3

Properties
**SMILES**: C=C=CC.O=P
**Multiplicity**: 1
**Energy above the lowest of the compared OMol25 structures with the same formula, charge and spin**: 75.7 kcal/mol
**HOMO energy**: -0.35063 hartree
**Kohn-Sham gap**: 8.581 eV
**Charge**: 0

Record 5
DFT (wB97M-V/def2-TZVPD) results for a cluster of 2 separate species, C4H8 in total.

Atoms and positions in Å:
C 0.388619 1.969315 -0.254592
C 1.654234 2.263710 0.012998
H -0.425194 2.678706 -0.216682
H 0.136024 0.928651 -0.418371
H 2.014864 3.251764 0.273282
H 2.441311 1.527569 -0.108205
C -0.756299 -1.506846 0.196902
C -1.306437 -2.718118 0.022558
H -0.536477 -1.077779 1.167854
H -0.381499 -0.959748 -0.657550
H -1.322979 -3.395490 0.866313
H -1.967717 -2.943789 -0.802455

Atomic forces in eV per Å
C 0.4 -0.3 0.5
C 0.1 0.2 -0.4
H 0.0 0.1 0.1
H -0.1 0.3 -0.3
H -0.2 0.1 -0.1
H -0.1 -0.2 0.2
C 0.3 -0.9 -0.5
C -0.4 1.1 1.1
H 0.6 -0.5 0.0
H -0.9 0.5 -0.2
H -0.6 0.0 0.2
H 0.9 -0.4 -0.7

Properties
**SMILES**: C=C.C=C
**Multiplicity**: 1
**Energy above the lowest of the compared OMol25 structures with the same formula, charge and spin**: 44.7 kcal/mol
**HOMO energy**: -0.35697 hartree
**Kohn-Sham gap**: 10.907 eV
**Charge**: 0

Record 6
DFT (wB97M-V/def2-TZVPD) results for a cluster of 2 separate species, C4H8 in total.

Atoms and positions in Å:
C 2.126811 0.296457 -0.351499
C 1.716703 1.325372 0.389191
H 1.475362 -0.058466 -1.140730
H 3.159743 -0.013223 -0.278201
H 0.810591 1.870916 0.153345
H 2.161414 1.494623 1.357418
C -2.293466 -1.013493 -0.517802
C -1.549042 -0.593534 0.494883
H -2.976066 -1.852901 -0.482681
H -2.181348 -0.548348 -1.487231
H -1.492218 -1.088478 1.454903
H -0.695723 0.035193 0.273290

Atomic forces in eV per Å
C -0.2 1.2 -0.2
C -0.4 -0.9 0.2
H 0.5 0.0 -0.4
H -0.2 -0.9 0.3
H -0.2 -0.2 0.2
H 0.6 0.7 -0.2
C 0.0 0.0 0.0
C 0.9 -0.8 -0.5
H -0.2 0.2 0.3
H 0.0 0.0 -0.1
H -0.4 0.0 0.1
H -0.4 0.6 0.2

Properties
**SMILES**: C=C.C=C
**Multiplicity**: 1
**Energy above the lowest of the compared OMol25 structures with the same formula, charge and spin**: 41.2 kcal/mol
**HOMO energy**: -0.36636 hartree
**Kohn-Sham gap**: 11.206 eV
**Charge**: 0

Record 7
DFT (wB97M-V/def2-TZVPD) results for a cluster of 2 separate species, C4H8 in total.

Atoms and positions in Å:
C 0.539061 -1.972825 -3.479425
C -0.736909 -2.135935 -3.194005
H 0.868811 -1.040386 -3.951695
H 1.308820 -2.697495 -3.190405
H -1.474319 -1.354845 -3.411585
H -1.102909 -3.078595 -2.771326
C 0.774271 2.134123 3.366882
C -0.576199 1.963753 3.306922
H 1.466990 1.293753 3.243832
H 1.203890 3.126973 3.542602
H -0.988459 0.973734 3.080832
H -1.283049 2.787743 3.457372

Atomic forces in eV per Å
C 0.6 0.5 0.1
C -0.6 -0.4 0.0
H 0.1 -0.4 0.2
H -0.4 0.2 -0.3
H 0.3 -0.4 0.0
H 0.1 0.5 0.0
C -1.8 0.0 0.0
C 1.8 0.0 0.0
H -0.3 0.4 0.0
H -0.1 -0.5 0.0
H 0.1 0.4 0.2
H 0.4 -0.3 -0.1

Properties
**SMILES**: C=C.C=C
**Multiplicity**: 1
**Energy above the lowest of the compared OMol25 structures with the same formula, charge and spin**: 34.2 kcal/mol
**HOMO energy**: -0.36846 hartree
**Kohn-Sham gap**: 11.335 eV
**Charge**: 0

Record 8
DFT (wB97M-V/def2-TZVPD) results for a cluster of 2 separate species, C4H8 in total.

Atoms and positions in Å:
C -0.472211 1.136794 -0.657377
C -0.975006 -0.964319 1.082685
C 0.632641 0.895467 -1.606878
C 0.427445 -1.126517 1.574800
H -0.218928 2.123023 -0.201992
H -1.661210 0.932683 -0.726963
H 0.327436 0.576429 -2.550970
H 1.315415 1.740242 -1.778104
H 1.046227 -0.069999 -1.145058
H 1.115124 -0.351486 1.480801
H 0.711033 -1.711037 2.426557
H 0.638396 -1.622187 0.638139

Atomic forces in eV per Å
C -2.4 3.3 -0.2
C 1.6 -0.7 1.5
C 0.1 -2.0 1.3
C -2.7 -0.1 -0.4
H -0.9 -0.8 0.5
H 3.4 0.1 -0.2
H -0.7 -0.6 -1.8
H 0.0 -0.6 0.7
H 0.8 1.3 -0.9
H 1.0 2.2 -0.1
H -0.3 -0.8 0.5
H 0.2 -1.2 -1.0

Properties
**Expectation value of S²**: 2.007
**Multiplicity**: 3
**Energy above the lowest of the compared OMol25 structures with the same formula, charge and spin**: 69.7 kcal/mol
**HOMO energy (alpha / beta)**: -0.25912 / -0.37148 hartree
**Kohn-Sham gap (alpha / beta)**: 7.056 / 10.082 eV
**Charge**: 0

Record 9
DFT (wB97M-V/def2-TZVPD) results for a structure of composition C4H8AlF4N7O.

Atoms and positions in Å:
N 1.235452 -2.868840 2.897022
C 0.327220 -2.932785 2.218508
O -0.596447 -2.721657 1.228587
N -0.631706 -1.393663 0.925914
N 0.466376 -0.682810 0.584905
C 0.132063 0.604464 0.335015
N 0.872527 1.627321 -0.006754
N 2.259407 1.498837 -0.168500
N -1.255424 0.684254 0.541977
C -1.701072 -0.518366 0.908169
C -3.156458 -0.933752 1.286819
N -3.968383 0.265232 1.575644
H 1.423719 -1.024695 0.529163
H 0.382379 2.512649 -0.139699
H 2.643699 1.423801 0.783275
H 2.455112 0.587776 -0.602048
H -3.598345 -1.569202 0.490733
H -3.118648 -1.496528 2.253086
H -3.647426 0.628118 2.476171
H -3.784798 0.998599 0.890322
F 1.616764 2.454422 -3.671947
Al 2.655362 1.065831 -3.814494
F 2.087408 -0.181387 -2.705237
F 4.276137 1.507247 -3.377829
F 2.625082 0.465136 -5.438801

Atomic forces in eV per Å
N 1.3 -0.3 1.3
C -2.3 0.9 -2.5
O 1.2 -0.7 1.2
N -1.8 1.6 -0.1
N 2.8 1.2 -0.8
C -3.5 -1.3 0.9
N -0.3 -0.6 0.1
N 0.3 -0.6 1.0
N 0.2 -0.8 0.2
C 0.9 -0.2 -0.2
C 0.5 1.0 0.6
N 0.7 -0.5 -0.1
H -0.5 -0.6 0.1
H 0.6 -0.3 -0.3
H 0.1 0.4 -0.4
H -0.1 0.6 -0.8
H 0.4 0.4 0.5
H 0.1 0.1 -1.0
H -0.3 0.0 -0.4
H -0.1 -0.2 0.1
F 0.6 -1.0 0.2
Al 0.3 0.3 -0.6
F 0.2 0.7 -0.1
F -1.2 -0.4 -0.1
F -0.1 0.3 1.3

Properties
**Multiplicity**: 1
**HOMO energy**: -0.39577 hartree
**Kohn-Sham gap**: 9.098 eV
**Charge**: 0

Record 10
DFT (wB97M-V/def2-TZVPD) results for a structure of composition C4H8B2.

Atoms and positions in Å:
B 0.025665 1.566993 -0.545880
B 0.154782 -0.466246 -1.350867
C 1.532902 0.155210 1.128397
C -1.631042 -1.334646 0.680455
C 0.798850 0.444182 0.062939
C -0.763423 -1.009125 -0.217318
H -0.952612 1.696216 0.072113
H 0.490803 2.236935 -1.337352
H 0.947788 -1.135713 -1.948964
H -0.366140 0.541712 -1.776475
H 1.604204 -0.838483 1.591845
H 2.228015 1.023562 1.525007
H -1.459788 -1.234882 1.788429
H -2.610002 -1.645716 0.327671

Atomic forces in eV per Å
B 0.2 -0.7 -0.6
B -1.3 -0.9 2.9
C 1.5 1.3 0.3
C 0.2 0.2 1.6
C 0.3 -1.9 1.4
C 1.8 1.2 -2.1
H -0.9 0.4 -0.2
H 0.5 1.3 -0.8
H -0.2 0.4 0.0
H -0.6 0.4 -0.7
H 0.3 0.5 -0.4
H -1.7 -1.9 -0.3
H -0.3 0.0 -1.3
H 0.1 -0.4 0.1

Properties
**Multiplicity**: 1
**Energy above the lowest of the compared OMol25 structures with the same formula, charge and spin**: 47.2 kcal/mol
**HOMO energy**: -0.33411 hartree
**Kohn-Sham gap**: 9.119 eV
**Charge**: 0

Record 11
DFT (wB97M-V/def2-TZVPD) results for a cluster of 2 separate species, C4H8B2 in total.

Atoms and positions in Å:
C 1.364880 -1.878661 -0.491459
C 1.797243 -0.724597 -0.096153
C 1.748541 0.556664 0.024486
C 2.002802 1.875325 0.246053
H 1.995256 -2.767654 -0.482781
H 0.304585 -2.098831 -0.343235
H 1.286596 2.670559 0.217096
H 3.110502 2.160447 0.221666
B -2.487902 0.123149 -0.675722
B -2.138781 -0.149208 0.894364
H -2.228539 1.182310 -1.113165
H -2.872379 -0.663573 -1.435378
H -2.646362 0.435065 1.705834
H -1.236437 -0.720996 1.328390

Atomic forces in eV per Å
C -0.3 -2.1 1.4
C -0.5 2.4 -0.6
C 0.8 2.2 1.0
C 1.9 -2.7 -1.1
H 0.1 0.2 -0.5
H 0.1 0.2 -0.6
H -0.4 0.0 0.2
H -1.7 -0.3 0.2
B 0.5 -0.3 0.5
B 0.5 0.1 -1.3
H 0.2 0.5 -0.2
H -0.6 -0.5 -0.5
H -1.4 0.8 1.5
H 0.9 -0.7 0.0

Properties
**SMILES**: C=C=C=C.BB
**Multiplicity**: 1
**Energy above the lowest of the compared OMol25 structures with the same formula, charge and spin**: 77.4 kcal/mol
**HOMO energy**: -0.33705 hartree
**Kohn-Sham gap**: 8.836 eV
**Charge**: 0

Record 12
DFT (wB97M-V/def2-TZVPD) results for a structure of composition C4H8BNO4Sr.

Atoms and positions in Å:
C -2.300012 0.791429 -0.428962
B -1.189057 -0.127194 0.315111
O -1.491710 -0.775166 1.412113
C 0.260157 -0.303873 -0.338510
O 0.288806 -1.699493 -0.563254
C 1.659722 -1.977999 -0.633789
O 2.234955 -2.516111 -1.496748
O 2.158526 -1.396720 0.495581
C 1.585637 -0.111637 0.439758
N 1.605605 0.624695 1.654849
H -1.758075 1.433587 -1.126415
H -2.985549 0.140509 -0.953376
H -2.892437 1.394593 0.240549
H -2.406570 -0.607466 1.643094
H 0.277692 0.164600 -1.362901
H 2.253833 0.398254 -0.270049
H 1.216396 1.541880 1.503121
H 2.563288 0.792781 1.915479
Sr -1.081208 2.233329 -2.445651

Atomic forces in eV per Å
C 0.8 -0.5 0.5
B 0.4 0.8 -0.4
O -0.1 -0.1 0.2
C -1.4 -1.1 1.1
O 0.0 -0.2 -1.5
C 0.0 -0.2 1.0
O -0.2 -0.4 0.0
O 0.1 -0.1 0.1
C 1.7 1.9 -1.4
N -0.7 -0.7 0.4
H -2.3 -2.2 3.7
H -0.2 -0.2 -0.6
H -0.1 0.5 0.2
H -0.4 -0.4 0.7
H 0.4 0.5 -0.1
H 0.0 0.1 -0.3
H -0.3 0.2 0.1
H 0.4 -0.2 0.3
Sr 2.1 2.2 -4.0

Properties
**Multiplicity**: 1
**HOMO energy**: -0.58649 hartree
**Kohn-Sham gap**: 5.784 eV
**Charge**: +2

The largest force on an atom results, record by record, are as follows: 0.0557, 0.0850, 0.0888, 0.0815, 0.0310, 0.0254, 0.0354, 0.0795, 0.0744, 0.0644, 0.0674, 0.0985 hartree/bohr.
The E results, record by record, are as follows: -14491.2937, -15595.5382, -15593.4424, -15594.1547, -4275.2541, -4275.4054, -4275.7088, -4269.0040, -34224.9717, -5625.4473, -5624.1366, -15450.8974 eV.